Computed, not measured: a 3-piece molecular cluster, C3H12N2O2 overall in a non-equilibrium geometry, with ωB97M-V with the def2-TZVPD basis set.

Properties
**Max |F|**: 5.918 eV/Å
**ΔE to the lowest compared entry with this formula, charge and spin**: 3.484 eV
**Net charge**: 0
**Lowest unoccupied orbital energy**: 0.0245 Eh
**HOMO energy**: -8.72 eV
**Frontier orbital gap**: 9.384 eV
**Total energy**: -10378.0660 eV

Geometry as XYZ:
```
19
Properties=species:S:1:pos:R:3:lowdin_charge:R:1
C -2.054 2.725 -1.566 -0.094
C -1.378 2.241 -0.235 -0.234
N -0.272 1.343 -0.458 -0.075
C -0.110 0.282 -1.380 -0.341
N 0.159 -0.932 -1.140 0.032
H -1.841 2.060 -2.466 0.072
H -3.048 2.744 -1.456 0.005
H -1.773 3.677 -2.130 0.094
H -2.217 1.512 0.205 0.147
H -1.040 3.074 0.363 0.101
H 0.385 1.022 0.317 0.143
H -0.600 0.531 -2.279 0.071
H -0.476 -1.528 -1.789 0.081
H 1.767 -1.176 3.363 0.025
H 2.395 0.188 3.058 0.005
O 2.576 -0.683 3.349 -0.033
H 2.799 -4.986 1.424 0.049
H 2.437 -6.347 1.011 0.061
O 2.290 -5.748 1.807 -0.111
```